Entry P
Formula: C3H5NS
Source: the Open Molecules 2025 dataset
Level of theory: the ωB97M-V functional and the def2-TZVPD basis

The geometry in XYZ format:
```
10
Properties=species:S:1:pos:R:3:nbo_charge:R:1
C -0.43 1.98 0.03 0.06
C 0.43 -0.26 0.01 0.28
C -0.18 -1.60 -0.04 -0.72
N -0.33 0.78 -0.36 -0.44
S 2.38 -0.06 0.00 -0.28
H 0.05 2.53 0.92 0.18
H -1.04 2.55 -0.50 0.16
H 0.31 -2.29 -0.69 0.27
H -0.02 -2.19 0.91 0.26
H -1.20 -1.44 -0.28 0.23
```

Values from the calculation:
SMILES	C=NC(C)=S
orbital gap (alpha / beta)	0.26432 / 0.26435	Ha
HOMO level (alpha / beta)	-8.286 / -8.286	eV

=====

Entry Q
Formula: C3H5NS
Source: the Open Molecules 2025 dataset
Level of theory: the ωB97M-V functional and the def2-TZVPD basis

The geometry in XYZ format:
```
10
Properties=species:S:1:pos:R:3:nbo_charge:R:1
C 0.50 -0.85 0.70 -0.62
C -0.72 -0.14 -0.15 -0.47
C -0.09 1.22 -0.52 0.07
H 0.33 -1.97 0.49 0.25
H 0.37 -0.52 1.78 0.22
H -1.03 -0.79 -1.03 0.23
H -1.65 0.02 0.43 0.22
H -0.74 1.96 -0.76 0.18
N 1.19 1.25 -0.71 -0.53
S 1.84 -0.19 -0.22 0.44
```

Values from the calculation:
orbital gap	0.34270	Ha
HOMO level	-8.360	eV

=====

It is entry P that is the least stable of them.

=====

Entry P
Formula: CH3Cl3Si
Source: the Open Molecules 2025 dataset
Level of theory: the ωB97M-V functional and the def2-TZVPD basis

The geometry in XYZ format:
```
8
Properties=species:S:1:pos:R:3:nbo_charge:R:1
C -1.07 0.00 -0.01 -1.12
Si 0.82 0.09 0.00 1.43
Cl 1.56 -1.94 0.52 -0.41
Cl 1.57 0.48 -1.82 -0.34
Cl 1.51 1.40 1.35 -0.33
H -1.43 -0.60 -0.84 0.26
H -1.45 -0.44 0.91 0.26
H -1.51 1.00 -0.10 0.25
```

Values from the calculation:
SMILES	C[Si](Cl)(Cl)Cl
orbital gap	0.43109	Ha
HOMO level	-11.246	eV

=====

Entry Q
Formula: CH3Cl3Si
Source: the Open Molecules 2025 dataset
Level of theory: the ωB97M-V functional and the def2-TZVPD basis

The geometry in XYZ format:
```
8
Properties=species:S:1:pos:R:3:nbo_charge:R:1
C -0.68 -0.62 -0.04 -1.19
Si -1.96 0.72 -0.24 1.61
Cl -2.44 -2.59 1.10 -0.75
Cl -2.85 1.42 1.40 -0.27
Cl -3.16 1.23 -1.96 -0.31
H 0.04 -0.21 0.65 0.27
H -1.16 -1.36 0.63 0.33
H -0.10 -1.09 -0.96 0.31
```

Values from the calculation:
orbital gap	0.21142	Ha
HOMO level	-8.358	eV

=====

It is entry Q that is the least stable of them.

=====

Entry P
Formula: CH5N5
Source: the Open Molecules 2025 dataset
Level of theory: the ωB97M-V functional and the def2-TZVPD basis

The geometry in XYZ format:
```
11
Properties=species:S:1:pos:R:3:nbo_charge:R:1
C -1.52 0.71 0.11 -0.15
N -1.87 -0.69 -0.03 -0.44
N -0.19 -1.53 0.06 -0.04
N -0.03 0.73 -0.07 -0.47
N 0.53 -0.52 -0.05 0.18
N 1.87 -0.47 -0.19 -0.62
H -2.12 1.11 -0.67 0.23
H -1.67 0.93 1.26 0.15
H 0.55 1.28 -0.78 0.40
H 2.08 -1.40 -0.37 0.38
H 2.35 -0.15 0.73 0.39
```

Values from the calculation:
orbital gap (alpha / beta)	0.28017 / 0.28027	Ha
HOMO level (alpha / beta)	-7.182 / -7.185	eV

=====

Entry Q
Formula: CH5N5
Source: the Open Molecules 2025 dataset
Level of theory: the ωB97M-V functional and the def2-TZVPD basis

The geometry in XYZ format:
```
11
Properties=species:S:1:pos:R:3:nbo_charge:R:1
C -1.05 -0.74 0.86 -0.14
N -0.68 -1.72 -0.16 -0.17
N 0.31 -1.64 -0.77 -0.01
N -0.26 0.55 0.67 -0.42
N 1.03 0.29 0.29 -0.07
N 1.38 1.18 -0.76 -0.69
H -2.22 -0.60 0.64 0.22
H -0.75 -1.12 1.84 0.23
H -0.83 1.08 -0.11 0.32
H 0.72 1.53 -1.37 0.34
H 2.34 1.21 -1.15 0.39
```

Values from the calculation:
orbital gap (alpha / beta)	0.31146 / 0.30064	Ha
HOMO level (alpha / beta)	-7.559 / -7.359	eV

=====

It is entry P that is the least stable of them.

=====

Entry P
Formula: CH5N5
Source: the Open Molecules 2025 dataset
Level of theory: the ωB97M-V functional and the def2-TZVPD basis

The geometry in XYZ format:
```
11
Properties=species:S:1:pos:R:3:nbo_charge:R:1
C 0.03 -1.12 0.32 0.51
N 0.59 1.73 -0.55 -0.68
N -1.01 -0.07 -0.06 -0.51
N 0.98 -0.24 0.64 -0.52
N 0.14 0.94 0.49 0.06
N -0.26 -2.35 0.27 -0.81
H 0.65 2.69 -0.24 0.38
H 1.46 1.37 -0.91 0.38
H -1.17 0.06 -1.06 0.41
H -1.88 -0.07 0.47 0.41
H 0.48 -2.93 0.64 0.36
```

Values from the calculation:
orbital gap	0.31668	Ha
HOMO level	-7.854	eV

=====

Entry Q
Formula: CH5N5
Source: the Open Molecules 2025 dataset
Level of theory: the ωB97M-V functional and the def2-TZVPD basis

The geometry in XYZ format:
```
11
Properties=species:S:1:pos:R:3:nbo_charge:R:1
C -1.69 0.36 -0.11 0.38
N -2.47 -0.28 -0.65 -0.46
N 1.30 0.48 -0.81 -0.60
N 0.65 -1.18 0.51 -0.60
N -0.78 0.97 0.55 -0.73
N 0.85 0.11 0.37 0.11
H 1.57 1.51 -0.81 0.40
H 0.85 0.11 -1.58 0.35
H 0.31 -1.53 1.44 0.41
H 0.44 -1.66 -0.41 0.36
H -1.04 1.11 1.50 0.38
```

Values from the calculation:
orbital gap	0.34759	Ha
HOMO level	-8.680	eV

=====

It is entry P that is the least stable of them.

=====

Entry P
Formula: C3H4ClF
Source: the Open Molecules 2025 dataset
Level of theory: the ωB97M-V functional and the def2-TZVPD basis

The geometry in XYZ format:
```
9
Properties=species:S:1:pos:R:3:nbo_charge:R:1
C 0.31 1.16 0.02 -0.69
C 0.32 -0.39 -0.07 -0.08
C -0.70 -1.32 0.06 0.22
H 0.22 1.63 1.10 0.25
H 1.09 1.58 -0.70 0.25
H -0.72 1.53 -0.38 0.23
H -0.61 -2.34 -0.03 0.18
F -1.91 -0.89 -0.02 -0.31
Cl 2.01 -0.98 0.01 -0.04
```

Values from the calculation:
SMILES	C/C(Cl)=C\F
orbital gap	0.37154	Ha
HOMO level	-9.202	eV

=====

Entry Q
Formula: C3H4ClF
Source: the Open Molecules 2025 dataset
Level of theory: the ωB97M-V functional and the def2-TZVPD basis

The geometry in XYZ format:
```
9
Properties=species:S:1:pos:R:3:nbo_charge:R:1
C -1.03 -1.83 -0.35 -0.41
C -0.71 -0.63 0.09 -0.03
C -0.61 0.71 0.07 0.17
F 0.56 1.39 0.03 -0.35
Cl 3.46 1.98 0.69 -0.28
H -1.21 -2.75 0.19 0.22
H -1.36 -2.04 -1.38 0.22
H 2.29 1.86 0.27 0.27
H -1.40 1.32 0.40 0.19
```

Values from the calculation:
SMILES	C=C=CF.Cl
orbital gap	0.39183	Ha
HOMO level	-10.165	eV

=====

It is entry Q that is the least stable of them.

=====

Entry P
Formula: C3H4ClF
Source: the Open Molecules 2025 dataset
Level of theory: the ωB97M-V functional and the def2-TZVPD basis

The geometry in XYZ format:
```
9
Properties=species:S:1:pos:R:3:nbo_charge:R:1
C -1.74 0.46 -0.19 -0.37
C -1.00 -0.64 0.05 -0.37
C 2.42 0.35 0.66 0.30
F 2.39 1.36 -0.19 -0.32
Cl 3.19 -0.87 -0.18 0.03
H -1.53 1.16 -0.85 0.19
H -2.57 0.55 0.45 0.19
H -1.13 -1.51 0.64 0.20
H -0.02 -0.86 -0.39 0.17
```

Values from the calculation:
orbital gap	0.35103	Ha
HOMO level	-10.076	eV

=====

Entry Q
Formula: C3H4ClF
Source: the Open Molecules 2025 dataset
Level of theory: the ωB97M-V functional and the def2-TZVPD basis

The geometry in XYZ format:
```
9
Properties=species:S:1:pos:R:3:nbo_charge:R:1
C 0.49 -0.38 1.04 -0.40
C -0.58 -0.11 0.05 -0.32
C -0.43 0.37 -1.21 0.22
H 0.63 0.53 1.72 0.24
H 0.61 -1.31 1.39 0.23
H -1.52 0.53 0.44 0.25
H 0.40 0.00 -2.18 0.24
F -1.72 0.84 -1.61 -0.38
Cl 2.11 -0.47 0.36 -0.08
```

Values from the calculation:
SMILES	F/C=C/CCl
orbital gap	0.39507	Ha
HOMO level	-10.105	eV

=====

It is entry P that is the least stable of them.

=====

Entry P
Formula: C4H6IN2
Source: the Open Molecules 2025 dataset
Level of theory: the ωB97M-V functional and the def2-TZVPD basis

The geometry in XYZ format:
```
13
Properties=species:S:1:pos:R:3:nbo_charge:R:1
C -1.33 -1.26 -0.25 -0.02
C -0.69 -0.41 -1.12 -0.08
C -0.21 0.13 0.88 0.38
C 1.06 1.38 -0.78 -0.42
N -1.06 -0.94 1.01 -0.54
N 0.08 0.39 -0.33 -0.37
I 1.92 -0.12 4.22 0.38
H -1.77 -2.12 -0.49 0.23
H -0.67 -0.30 -2.13 0.24
H 1.95 0.78 -0.88 0.23
H 0.76 1.73 -1.86 0.24
H 1.29 2.26 -0.13 0.26
H -1.33 -1.52 1.84 0.47
```

Values from the calculation:
orbital gap (alpha / beta)	0.16816 / 0.16630	Ha
HOMO level (alpha / beta)	-13.149 / -13.142	eV
net charge	+1

=====

Entry Q
Formula: C4H6IN2
Source: the Open Molecules 2025 dataset
Level of theory: the ωB97M-V functional and the def2-TZVPD basis

The geometry in XYZ format:
```
13
Properties=species:S:1:pos:R:3:nbo_charge:R:1
C -1.46 -2.07 -0.03 0.01
C -0.67 1.46 0.18 0.10
C -1.54 -0.62 -0.43 -0.03
C 0.89 -0.23 -0.40 -0.44
N -0.86 -2.27 -1.08 -0.16
N -0.46 0.25 -0.20 -0.29
I -3.19 0.06 -1.54 0.33
H -1.86 -2.60 0.81 0.24
H 0.17 2.11 0.35 0.23
H -1.67 1.83 0.37 0.24
H 0.91 -0.92 -1.24 0.27
H 1.25 -0.75 0.49 0.25
H 1.56 0.60 -0.61 0.24
```

Values from the calculation:
orbital gap (alpha / beta)	0.29131 / 0.29128	Ha
HOMO level (alpha / beta)	-13.447 / -13.447	eV
net charge	+1

=====

It is entry P that is the least stable of them.